This record from OMol25 describes a molecular structure, CH3O3Si. The level of theory is the ωB97M-V functional and the def2-TZVPD basis.

Values from the calculation:
multiplicity	1
energy above the lowest of the compared OMol25 structures with the same formula, charge and spin	325.44	kJ/mol
charge	-1
HOMO	-4.558	eV

Geometry (Å):
C -0.50053 1.68413 -0.55693
O -0.17130 2.34267 -1.52331
O -1.02455 1.92074 0.53156
O 1.17784 -2.32973 -0.71255
Si -0.13497 -0.12081 0.21023
H 1.46804 -2.57421 0.12789
H -1.48802 -0.92195 0.34828
H 0.67349 -0.00083 1.57483

natural (NBO) charges in e:
1. C 0.58
2. O -0.66
3. O -0.71
4. O -1.15
5. Si 0.89
6. H 0.41
7. H -0.18
8. H -0.18

=====

This record from OMol25 describes a molecular structure, C3H5HgO3. The level of theory is the ωB97M-V functional and the def2-TZVPD basis.

Values from the calculation:
multiplicity	3
energy above the lowest of the compared OMol25 structures with the same formula, charge and spin	525.15	kJ/mol
expectation value of S²	2.044
charge	+1
HOMO (alpha / beta)	-13.665 / -14.245	eV

Geometry (Å):
H -1.20592 -2.55893 2.12404
O -0.24092 -0.81508 2.35794
C -0.88229 -1.75930 2.80727
H -1.11230 -1.77425 3.88168
O 0.85071 -1.00374 0.82526
Hg 0.14558 1.34785 0.76077
O 1.84538 -0.48416 -0.67959
C 2.12353 -1.33010 -1.67707
C 3.12673 -1.15106 -2.54170
H 1.54722 -2.26172 -1.56826
H 3.27411 -1.84748 -3.36360
H 3.71066 -0.23110 -2.53890

natural (NBO) charges in e:
1. H 0.17
2. O -0.43
3. C 0.34
4. H 0.18
5. O -0.41
6. Hg 0.82
7. O -0.33
8. C 0.19
9. C -0.18
10. H 0.20
11. H 0.23
12. H 0.23

=====

This record from OMol25 describes 5 unconnected molecules or ions with the total composition CH14NO4. The level of theory is the ωB97M-V functional and the def2-TZVPD basis.

Values from the calculation:
multiplicity	1
energy above the lowest of the compared OMol25 structures with the same formula, charge and spin	117.49	kJ/mol
charge	+1
HOMO	-14.541	eV

Geometry (Å):
C -2.23825 0.94046 0.82067
N -1.73198 -0.17457 -0.06596
H -3.27476 1.25829 0.66657
H -2.27565 0.57465 1.85290
H -1.57345 1.80348 0.73425
H -1.78053 0.22059 -1.00726
H -2.13998 -1.06639 0.22436
H -0.74530 -0.26325 0.19456
H -0.37844 0.14168 -3.34586
H 0.72440 -0.23164 -2.37141
O -0.09835 0.26990 -2.43542
H 1.16288 2.85797 2.03581
H 2.04556 1.79750 2.83645
O 1.30350 1.93082 2.24184
H 1.13050 0.22421 1.08996
H 1.88523 -0.91518 1.34299
O 1.09431 -0.71649 0.81230
H 1.60369 -1.76568 -0.72849
H 1.38773 -3.14705 -1.26354
O 1.14437 -2.23096 -1.44574

natural (NBO) charges in e:
1. C -0.44
2. N -0.68
3. H 0.24
4. H 0.23
5. H 0.23
6. H 0.48
7. H 0.45
8. H 0.47
9. H 0.49
10. H 0.50
11. O -0.99
12. H 0.50
13. H 0.50
14. O -0.99
15. H 0.50
16. H 0.50
17. O -0.99
18. H 0.48
19. H 0.48
20. O -0.97

=====

This record from OMol25 describes a molecular structure, C22H21GeN5O6RuSSe. The level of theory is the ωB97M-V functional and the def2-TZVPD basis.

Values from the calculation:
multiplicity	1
energy above the lowest of the compared OMol25 structures with the same formula, charge and spin	380.12	kJ/mol
charge	0
HOMO (alpha / beta)	-7.862 / -7.853	eV

Geometry (Å):
Ru 0.16867 1.25393 0.50070
O 5.09152 -2.21253 -3.29876
N 3.98384 -2.70703 -3.36770
O 3.76604 -3.77895 -3.90055
C 2.85626 -2.00385 -2.77701
C 1.66555 -2.67285 -2.78363
C 0.50568 -2.14848 -2.17494
C -0.75122 -2.78683 -2.18461
C -1.80725 -2.18034 -1.55927
C -1.61102 -0.97831 -0.87475
N -0.43567 -0.37559 -0.82066
C 0.59375 -0.91393 -1.50895
C 1.79767 -0.14244 -1.61928
N 1.70752 1.12006 -1.16591
C 2.74855 1.92028 -1.26811
C 3.96082 1.47229 -1.79376
C 4.07350 0.18949 -2.26908
C 2.95414 -0.67100 -2.23242
H 1.62658 -3.64260 -3.25796
H -0.85921 -3.73217 -2.70053
H -2.79302 -2.62335 -1.57284
H -2.42246 -0.48331 -0.35568
H 2.61584 2.93479 -0.91921
H 4.80765 2.14253 -1.82399
H 5.00370 -0.16552 -2.67456
O 2.32962 1.63446 1.43320
S 1.52174 2.81690 1.90581
O 0.39739 2.23858 2.70056
O 0.85989 3.31670 0.64443
O 2.28770 3.80786 2.58775
Se 1.71100 -0.17283 3.38541
N 0.49760 -0.56631 2.14580
C -0.03776 -1.75501 2.46850
C -1.10236 -2.40783 1.80490
C -1.53187 -3.62300 2.25634
C -0.93557 -4.25461 3.37382
C 0.07981 -3.65550 4.05641
C 0.53947 -2.38754 3.62968
N 1.48438 -1.67545 4.22969
H -1.57871 -1.93174 0.96698
H -2.34695 -4.11953 1.74485
H -1.30222 -5.22315 3.68670
H 0.53984 -4.10776 4.92436
C -2.64646 2.34721 -1.76529
Ge -2.62526 2.91572 0.14361
C -4.43326 2.80101 0.96393
C -1.84760 4.71411 0.30708
C -1.64480 1.45060 0.99916
H -2.94799 3.15613 -2.42942
H -3.33174 1.51122 -1.91301
H -1.63496 2.02885 -2.02177
H -5.11615 3.51880 0.50954
H -4.36557 3.01348 2.03056
H -4.84214 1.79898 0.83107
H -2.43186 5.42492 -0.27672
H -0.82446 4.68333 -0.05402
H -1.83236 5.02110 1.35125
H -2.13580 0.86605 1.78234

natural (NBO) charges in e:
1. Ru 0.85
2. O -0.37
3. N 0.51
4. O -0.37
5. C 0.12
6. C -0.15
7. C -0.10
8. C -0.11
9. C -0.21
10. C 0.07
11. N -0.38
12. C 0.18
13. C 0.24
14. N -0.48
15. C 0.14
16. C -0.23
17. C -0.12
18. C -0.13
19. H 0.26
20. H 0.23
21. H 0.23
22. H 0.23
23. H 0.25
24. H 0.24
25. H 0.26
26. O -1.03
27. S 2.54
28. O -0.95
29. O -1.01
30. O -0.94
31. Se 1.22
32. N -0.68
33. C 0.09
34. C -0.18
35. C -0.21
36. C -0.22
37. C -0.18
38. C 0.08
39. N -0.64
40. H 0.19
41. H 0.21
42. H 0.22
43. H 0.23
44. C -1.07
45. Ge 1.51
46. C -1.07
47. C -1.06
48. C -0.46
49. H 0.23
50. H 0.22
51. H 0.23
52. H 0.23
53. H 0.23
54. H 0.22
55. H 0.22
56. H 0.26
57. H 0.24
58. H 0.17